(1)
Entry from the Open Molecules 2025 dataset: a structure of composition C29H22N3O3Ti (wB97M-V/def2-TZVPD).

largest force on an atom: 0.463 eV Å⁻¹
LUMO level (spin up / spin down): -3.5764 / -3.5676 eV
Kohn-Sham gap (spin up / spin down): 5.600 / 5.645 eV
net charge: +1

Each line ends with the natural charge from an NBO analysis.
Geometry (Å):
1 Ti -0.177 0.173 0.399  1.4417
2 C 2.332 2.331 -2.537  -0.2391
3 C 3.235 1.321 -2.846  -0.1182
4 C 3.273 0.179 -2.072  -0.2168
5 C 2.407 0.071 -0.991  0.1806
6 N 1.500 1.036 -0.718  -0.5202
7 C 1.469 2.136 -1.481  0.0876
8 C 2.426 -1.033 -0.020  0.1913
9 C 3.432 -1.971 0.105  -0.1890
10 C 3.448 -2.804 1.218  -0.1897
11 C 2.495 -2.629 2.209  -0.1725
12 C 1.488 -1.697 2.021  0.1052
13 N 1.405 -0.983 0.873  -0.5019
14 C 0.448 -1.325 2.968  0.1831
15 C 0.297 -1.871 4.239  -0.2057
16 C -0.698 -1.395 5.065  -0.1368
17 C -1.535 -0.381 4.602  -0.2398
18 C -1.354 0.097 3.327  0.0640
19 N -0.382 -0.357 2.508  -0.5458
20 H 2.275 3.237 -3.122  0.2437
21 H 3.902 1.425 -3.692  0.2376
22 H 3.960 -0.621 -2.305  0.2318
23 H 0.703 2.862 -1.241  0.2142
24 H 4.226 -2.026 -0.626  0.2318
25 H 4.232 -3.538 1.336  0.2380
26 H 2.542 -3.204 3.123  0.2312
27 H 0.964 -2.653 4.572  0.2333
28 H -0.825 -1.801 6.059  0.2386
29 H -2.322 0.026 5.220  0.2424
30 H -2.002 0.861 2.917  0.2233
31 O -2.354 -0.068 0.590  -0.7395
32 C -2.929 0.453 -0.663  0.0829
33 C -1.837 0.280 -1.767  0.7586
34 O -2.000 0.781 -2.847  -0.5748
35 O -0.789 -0.404 -1.359  -0.7647
36 C -3.201 1.930 -0.418  0.0440
37 C -2.258 2.733 0.219  -0.2403
38 C -2.493 4.079 0.445  -0.1900
39 C -3.686 4.649 0.025  -0.1970
40 C -4.623 3.865 -0.629  -0.1863
41 C -4.384 2.515 -0.847  -0.1989
42 C -4.182 -0.351 -0.963  -0.0997
43 C -4.489 -0.824 -2.232  -0.1418
44 C -5.658 -1.547 -2.438  -0.2118
45 C -6.523 -1.802 -1.386  -0.1907
46 C -6.223 -1.326 -0.117  -0.2019
47 C -5.063 -0.600 0.092  -0.2158
48 H -2.525 -1.023 0.595  0.5239
49 H -1.283 2.337 0.512  0.1597
50 H -1.745 4.682 0.944  0.2203
51 H -3.879 5.699 0.198  0.2274
52 H -5.551 4.302 -0.972  0.2277
53 H -5.127 1.919 -1.359  0.2330
54 H -3.833 -0.620 -3.066  0.2372
55 H -5.888 -1.911 -3.430  0.2261
56 H -7.430 -2.366 -1.554  0.2259
57 H -6.898 -1.511 0.708  0.2237
58 H -4.847 -0.207 1.078  0.2192

(2)
Entry from the Open Molecules 2025 dataset: a structure of composition C29H23AuN5O2 at a distorted geometry (wB97M-V/def2-TZVPD).

largest force on an atom: 2.180 eV Å⁻¹
LUMO level (spin up / spin down): -13.4585 / -13.4590 eV
Kohn-Sham gap (spin up / spin down): 3.267 / 3.266 eV
net charge: +3
energy relative to the best compared isomer or geometry (same formula, charge and spin): 39.5 kcal/mol

Each line ends with the natural charge from an NBO analysis.
Geometry (Å):
1 Au -0.810 0.069 0.703  1.4109
2 C -2.451 -4.230 0.743  -0.0811
3 O -2.096 -3.750 2.049  -0.3783
4 C -1.754 -2.503 1.933  0.6054
5 N -1.811 -1.976 0.753  -0.4797
6 C -2.381 -2.958 -0.161  -0.1107
7 C -1.588 -3.114 -1.430  -0.0960
8 C -2.250 -3.091 -2.661  -0.1870
9 C -1.537 -3.184 -3.844  -0.1850
10 C -0.151 -3.318 -3.810  -0.1768
11 C 0.516 -3.359 -2.587  -0.2114
12 C -0.199 -3.276 -1.405  -0.1963
13 C -1.336 -1.699 3.079  0.1189
14 C -1.328 -2.131 4.403  -0.1262
15 C -0.906 -1.237 5.383  -0.0745
16 C -0.513 0.047 5.026  -0.1294
17 C -0.573 0.401 3.678  0.1444
18 N -0.975 -0.459 2.752  -0.4009
19 C -0.197 1.720 3.167  0.5886
20 N -0.111 1.990 1.904  -0.4865
21 C 0.268 3.404 1.781  -0.1356
22 C 0.428 3.833 3.259  -0.0862
23 O 0.060 2.677 4.009  -0.3863
24 C 1.449 3.666 0.868  0.0160
25 C 2.542 4.452 1.223  -0.2141
26 C 3.605 4.576 0.344  -0.1675
27 C 3.547 4.026 -0.939  -0.1681
28 C 2.445 3.267 -1.313  -0.1918
29 C 1.398 3.119 -0.427  -0.2629
30 H -3.453 -4.662 0.800  0.2563
31 H -1.736 -5.007 0.454  0.2427
32 H -3.391 -2.622 -0.426  0.2446
33 H -3.325 -3.012 -2.686  0.2330
34 H -2.055 -3.153 -4.791  0.2518
35 H 0.404 -3.428 -4.730  0.2497
36 H 1.586 -3.502 -2.565  0.2379
37 H 0.325 -3.381 -0.466  0.2023
38 H -1.631 -3.139 4.647  0.2912
39 H -0.887 -1.535 6.421  0.2864
40 H -0.162 0.763 5.756  0.2926
41 H -0.580 3.938 1.316  0.2438
42 H -0.218 4.663 3.550  0.2506
43 H 1.459 4.069 3.532  0.2348
44 H 2.614 4.941 2.181  0.2224
45 H 4.509 5.077 0.671  0.2496
46 H 4.334 4.223 -1.651  0.2481
47 H 2.382 2.860 -2.309  0.2170
48 H 0.490 2.615 -0.723  0.1763
49 N 1.869 0.411 -6.239  -0.0995
50 C 1.378 0.360 -5.210  0.1772
51 C 0.808 0.299 -3.909  -0.0149
52 C -0.526 0.633 -3.671  -0.1716
53 C -1.001 0.577 -2.371  0.0660
54 N -0.228 0.221 -1.343  -0.4739
55 C 1.045 -0.117 -1.572  0.0593
56 C 1.609 -0.088 -2.831  -0.1763
57 H -1.173 0.948 -4.476  0.2853
58 H -2.025 0.840 -2.148  0.2446
59 H 1.640 -0.401 -0.717  0.2377
60 H 2.647 -0.351 -2.971  0.2831

(3)
Entry from the Open Molecules 2025 dataset: a structure of composition C29H23B2CsF4N9O8Se at a distorted geometry (wB97M-V/def2-TZVPD).

largest force on an atom: 2.244 eV Å⁻¹
LUMO level: 0.9145 eV
Kohn-Sham gap: 7.058 eV
net charge: -1
energy relative to the best compared isomer or geometry (same formula, charge and spin): 19.5 kcal/mol

Each line ends with the Löwdin charge.
Geometry (Å):
1 Cs 0.116 -0.058 0.904  0.9829
2 C 0.514 -5.054 3.450  0.0084
3 C 0.537 -3.845 2.530  -0.2647
4 N 0.566 -2.618 2.956  0.1065
5 O 0.553 -2.590 4.372  0.0853
6 B -0.456 -1.988 5.062  -0.8299
7 F 2.637 1.436 5.015  -0.5803
8 F -0.193 -1.736 6.314  0.2690
9 O -1.740 -1.677 4.694  0.0821
10 N -2.212 -2.397 3.556  0.1475
11 C -2.756 -1.606 2.707  -0.2874
12 C -2.960 -0.143 2.998  -0.0011
13 C -3.108 -2.343 1.499  -0.2967
14 N -2.620 -1.752 0.473  0.0688
15 O -2.747 -2.589 -0.595  -0.0015
16 B -1.548 -2.672 -1.466  -1.1524
17 F -0.952 -1.387 -1.632  0.0278
18 F -1.780 -3.227 -2.667  0.1931
19 O -0.543 -3.582 -0.827  0.0241
20 N -0.449 -3.353 0.481  0.0887
21 C 0.447 -4.062 1.097  -0.3292
22 C 1.338 -5.057 0.516  -0.0240
23 C -3.614 -3.760 1.492  -0.0006
24 H 0.484 -5.989 2.921  0.0604
25 H -0.368 -4.932 4.143  0.1106
26 H 1.348 -5.025 4.145  0.0873
27 H -3.003 0.001 4.107  0.0999
28 H -3.911 0.140 2.502  0.1015
29 H -2.177 0.509 2.595  0.0218
30 H 1.164 -5.101 -0.590  0.0980
31 H 1.032 -6.015 1.009  0.0894
32 H 2.349 -4.788 0.808  0.0922
33 H -4.231 -3.945 2.333  0.0640
34 H -2.706 -4.371 1.514  0.0826
35 H -4.016 -4.008 0.503  0.0896
36 O 2.388 -1.539 -6.959  0.0768
37 N 2.273 -0.358 -6.711  -0.3488
38 O 2.286 0.516 -7.553  0.0589
39 C 2.060 0.048 -5.332  -0.0655
40 C 1.777 1.371 -5.231  0.0641
41 C 1.557 1.948 -3.979  -0.1461
42 C 1.400 3.332 -3.792  0.0005
43 C 1.224 3.741 -2.525  -0.0379
44 C 1.012 2.840 -1.454  -0.0982
45 N 1.131 1.551 -1.613  0.0954
46 C 1.521 1.144 -2.850  -0.1372
47 C 1.830 -0.245 -2.959  -0.1390
48 N 1.872 -0.966 -1.828  0.1063
49 C 2.150 -2.209 -1.877  -0.1388
50 C 2.503 -2.884 -3.052  -0.0221
51 C 2.598 -2.204 -4.235  0.0245
52 C 2.183 -0.837 -4.192  -0.0394
53 H 1.704 2.015 -6.076  0.1235
54 H 1.432 3.932 -4.678  0.1173
55 H 1.290 4.771 -2.246  0.1040
56 H 0.818 3.283 -0.469  0.1050
57 H 2.257 -2.784 -0.926  0.1207
58 H 2.730 -3.929 -2.967  0.1038
59 H 2.972 -2.606 -5.153  0.0972
60 Se 1.487 2.734 4.439  1.1332
61 C 2.314 2.800 2.820  -0.6136
62 N 2.856 2.729 1.799  0.0912
63 O 0.503 4.561 3.389  -0.1964
64 C -0.256 4.313 2.402  -0.4566
65 N -0.750 3.113 2.089  0.1287
66 C -1.472 3.225 0.919  -0.4811
67 O -2.071 2.264 0.431  -0.0108
68 C -1.413 4.635 0.399  -0.0942
69 C -1.888 5.341 -0.692  -0.0139
70 C -1.672 6.717 -0.720  -0.0924
71 C -1.019 7.399 0.295  -0.0874
72 C -0.504 6.705 1.385  -0.0026
73 C -0.662 5.326 1.368  -0.0853
74 H -2.401 4.786 -1.497  0.1285
75 H -1.991 7.324 -1.561  0.0980
76 H -0.955 8.466 0.219  0.0932
77 H -0.069 7.214 2.253  0.1228